Entry 1:
A 2-piece molecular cluster, C3H8Br2Si overall at a distorted geometry. Source: OMol25; level of theory: wB97M-V/def2-TZVPD.

Atoms and positions in Å:
C 0.65425 0.48623 -1.16795
C 0.09722 -1.52310 0.10615
C 0.69782 -0.08565 0.26960
Si -0.53895 0.92241 1.23691
Br -3.39598 0.41868 -0.46812
Br 0.08153 3.03641 1.31607
H 0.27548 1.52600 -1.13103
H 1.62360 0.55668 -1.68714
H 0.14156 -0.24624 -1.77868
H -0.97415 -1.52585 0.20810
H 0.57033 -2.15435 0.88903
H 0.27705 -1.83037 -0.87478
H 1.71548 -0.05379 0.68975
H -1.22524 0.47294 2.39210

Results
Max |F| in Eh/bohr: 0.061
HOMO in eV: -8.9
Gap between HOMO and LUMO in eV: 7.13
Spin multiplicity: 1
Energy above the lowest of the compared OMol25 structures with the same formula, charge and spin in kcal/mol: 57.1
E_LUMO in eV: -1.8

These are the Löwdin partial charges, in e, on atoms 1 to 2: -0.159 -0.133



Entry 2:
C3H8BrCuO3S as an isolated structure at a distorted geometry. Source: OMol25; level of theory: wB97M-V/def2-TZVPD.

Atoms and positions in Å:
Cu -1.55472 1.07486 -3.42660
Br -3.54091 1.14886 -1.53986
O 2.01233 -0.77314 -1.90551
S 1.16680 0.07502 -1.13015
O -0.02962 0.67234 -1.71474
O 0.49958 -0.87906 0.07573
C -0.75216 -0.43886 0.66657
C -1.17298 -1.42396 1.80312
C 2.26752 1.29188 -0.12268
H -1.51112 -0.48313 -0.11454
H -0.78231 0.56136 1.09873
H -2.13721 -1.21709 2.26740
H -0.41048 -1.66895 2.54248
H -1.33712 -2.41184 1.37270
H 2.56417 1.99621 -0.89986
H 3.07638 0.75141 0.36897
H 1.64185 1.72407 0.65825

Results
⟨S²⟩: 0.75
Max |F| in Eh/bohr: 0.066
HOMO (spin up / spin down) in eV: -14.7 / -14.7
Gap between HOMO and LUMO (spin up / spin down) in eV: 9.25 / 6.34
Net charge: +1
Spin multiplicity: 2
Energy above the lowest of the compared OMol25 structures with the same formula, charge and spin in kcal/mol: 21.6
E_LUMO (spin up / spin down) in eV: -5.5 / -8.4

These are the Löwdin partial charges, in e, on atoms 1 to 2: 0.499 0.404



Entry 3:
C3H8BrHfO3S as an isolated structure at a distorted geometry. Source: OMol25; level of theory: wB97M-V/def2-TZVPD.

Atoms and positions in Å:
Hf 1.58542 1.43930 6.72858
Br 2.25950 0.30210 4.38653
O 1.73397 0.92907 0.29324
S 0.38452 0.67780 0.65535
O -0.31492 1.54492 1.50980
O -0.46447 0.83356 -0.82431
C -0.06054 0.27943 -2.02230
C -1.39016 -0.33788 -2.57575
C 0.13819 -1.01933 1.07380
H 0.79937 -0.38122 -1.91324
H 0.17269 1.14181 -2.70407
H -1.69503 -1.26259 -2.06891
H -1.25802 -0.46500 -3.65915
H -2.27395 0.30850 -2.47505
H 0.59531 -1.65739 0.31926
H -0.92048 -1.15173 1.28525
H 0.70861 -1.18135 1.99097

Results
Max |F| in Eh/bohr: 0.077
HOMO in eV: -19.0
Gap between HOMO and LUMO in eV: 1.75
Net charge: +3
Spin multiplicity: 1
Energy above the lowest of the compared OMol25 structures with the same formula, charge and spin in kcal/mol: 45.3
E_LUMO in eV: -17.3

These are the Löwdin partial charges, in e, on atoms 1 to 2: 1.724 0.166



Entry 4:
C3H8BrINS as an isolated structure at a distorted geometry. Source: OMol25; level of theory: wB97M-V/def2-TZVPD.

Atoms and positions in Å:
C 0.53445 -2.56036 0.68347
C 0.15105 -1.10318 0.74162
C -0.01162 0.72381 -1.46316
N -0.45625 2.80420 -0.42391
S 1.05265 0.15146 -0.31210
Br -1.78353 -0.03351 -1.77354
I 0.53210 -0.25020 2.79520
H 1.41137 -2.72569 1.15428
H -0.11108 -3.30458 1.17554
H 0.60439 -2.93609 -0.33838
H -0.91469 -0.94313 0.71232
H 0.29265 1.50786 -2.16139
H -1.40657 2.54856 -0.15200
H -0.16224 3.54373 -1.00026
H 0.26734 2.57712 0.36231

Results
⟨S²⟩: 2.01
Max |F| in Eh/bohr: 0.098
HOMO (spin up / spin down) in eV: -11.4 / -13.5
Gap between HOMO and LUMO (spin up / spin down) in eV: 7.36 / 5.12
Net charge: +1
Spin multiplicity: 3
E_LUMO (spin up / spin down) in eV: -4.1 / -8.4

These are the Löwdin partial charges, in e, on atoms 1 to 2: -0.179 -0.923



Entry 5:
The molecule C3H8BrN at a distorted geometry. Source: OMol25; level of theory: wB97M-V/def2-TZVPD.

Atoms and positions in Å:
C -0.46659 1.37647 -1.23816
C 0.11755 -2.25590 0.98383
C 0.41670 1.22194 -0.06674
N -0.13313 0.86932 1.21697
Br -1.08641 -0.58946 1.30978
H -0.78168 2.41267 -1.43383
H 0.08825 1.21246 -2.11789
H -1.32753 0.62854 -1.14687
H 0.56934 -2.08650 0.05274
H 1.08570 -2.12881 1.60175
H -0.51609 -3.15020 1.01925
H 1.13314 0.33070 -0.34715
H 0.90073 2.15876 0.16632

Results
Max |F| in Eh/bohr: 0.056
HOMO in eV: -7.8
Gap between HOMO and LUMO in eV: 8.36
Spin multiplicity: 1
Energy above the lowest of the compared OMol25 structures with the same formula, charge and spin in kcal/mol: 89.6
E_LUMO in eV: 0.5

These are the Löwdin partial charges, in e, on atoms 1 to 2: -0.153 -0.296



Entry 6:
A 2-piece molecular cluster, C3H8BrN3O2 overall at a distorted geometry. Source: OMol25; level of theory: wB97M-V/def2-TZVPD.

Atoms and positions in Å:
N 1.46781 -1.45857 -1.52056
C 0.50551 -1.67874 -0.48877
C -0.88595 -1.11510 -0.66257
Br -1.67046 -1.10232 -2.42264
N -1.47351 -0.43789 0.30073
O -1.01785 -0.36238 1.41294
O -2.70242 0.08449 -0.05271
H 1.11200 -1.86442 -2.35580
H 1.54450 -0.49786 -1.81381
H 1.00821 -1.30873 0.39580
H 0.41486 -2.88518 -0.42111
H -3.23089 0.17599 0.73351
C 0.99826 2.12936 1.48291
N 0.83226 3.03915 0.62987
H 0.98137 1.07769 1.05495
H 1.27435 2.28380 2.56483
H 0.84198 3.92071 1.16242

Results
Max |F| in Eh/bohr: 0.073
HOMO in eV: -8.9
Gap between HOMO and LUMO in eV: 9.43
Spin multiplicity: 1
Energy above the lowest of the compared OMol25 structures with the same formula, charge and spin in kcal/mol: 17.6
SMILES: NC/C(Br)=[N+](\[O-])O.C=N
E_LUMO in eV: 0.6

These are the Löwdin partial charges, in e, on atoms 1 to 2: -0.019 -0.311



Entry 7:
C3H8Cl2N as an isolated structure at a distorted geometry. Source: OMol25; level of theory: wB97M-V/def2-TZVPD.

Atoms and positions in Å:
C 0.97313 -0.67356 0.02982
C -1.59283 0.36204 -1.02769
C 0.31534 0.52934 -0.65144
N 0.55158 -0.58560 1.43138
Cl -2.51551 0.42029 0.45075
Cl 0.59122 1.96137 0.32306
H 2.09360 -0.55096 -0.23989
H 0.62716 -1.63669 -0.43469
H -1.64871 1.32133 -1.70068
H -1.77365 -0.41434 -1.77119
H 0.85671 0.74984 -1.61528
H -0.47364 -0.78503 1.47685
H 0.77368 0.46452 1.81130
H 1.22191 -1.16256 1.91769

Results
Max |F| in Eh/bohr: 0.104
HOMO in eV: -14.3
Gap between HOMO and LUMO in eV: 10.83
Net charge: +1
Spin multiplicity: 1
Energy above the lowest of the compared OMol25 structures with the same formula, charge and spin in kcal/mol: 29.8
E_LUMO in eV: -3.5

These are the Löwdin partial charges, in e, on atoms 1 to 2: -0.247 -0.534



Entry 8:
A 2-piece molecular cluster, C3H8Cl2NO3PS overall. Source: OMol25; level of theory: wB97M-V/def2-TZVPD.

Atoms and positions in Å:
N -1.05954 0.00725 -1.83326
O 0.12544 -0.18595 -0.99361
C 0.13620 -1.36660 -0.32101
O -0.36141 -1.57147 0.73280
O 0.88579 -2.31507 -0.97465
P 0.46360 -2.80361 -2.46733
S -1.35859 -3.34111 -2.70490
H -1.50689 0.79850 -1.36826
H -1.66269 -0.80502 -1.68044
H 1.42760 -3.79734 -2.63282
H 0.89068 -1.73645 -3.26465
Cl -0.30482 2.96589 0.33423
C 0.14876 1.73547 1.54878
C 0.26643 2.32253 2.93103
Cl 1.65020 3.43889 3.07556
H 1.08595 1.29147 1.22417
H -0.62378 0.96933 1.54057
H 0.42660 1.51961 3.64860
H -0.62954 2.87368 3.20519

Results
Max |F| in Eh/bohr: 0.008
HOMO in eV: -9.8
Gap between HOMO and LUMO in eV: 10.24
Spin multiplicity: 1
Energy above the lowest of the compared OMol25 structures with the same formula, charge and spin in kcal/mol: 0.0
SMILES: NOC(=O)O[PH2]=S.ClCCCl
E_LUMO in eV: 0.5

These are the Löwdin partial charges, in e, on atoms 1 to 2: 0.102 -0.112



Entry 9:
A 2-piece molecular cluster, C3H8ClFNP overall at a distorted geometry. Source: OMol25; level of theory: wB97M-V/def2-TZVPD.

Atoms and positions in Å:
C 0.62457 -1.41281 -0.82303
C 2.01288 0.45166 -0.29377
C -2.37804 0.98086 0.69361
N 0.73726 -0.02478 -0.65823
F -1.12495 -0.97515 1.74141
P -0.65091 0.46707 1.30416
Cl -2.55704 2.48643 -0.22358
H 0.88535 -2.11394 -0.00460
H -0.32439 -1.73773 -1.01295
H 1.33196 -1.62338 -1.66669
H 2.52017 0.92368 -1.26466
H 1.95135 1.37484 0.17193
H 2.81020 -0.17343 0.22210
H -2.90964 0.20468 0.06363
H -2.92878 1.17201 1.75066

Results
Max |F| in Eh/bohr: 0.085
HOMO (spin up / spin down) in eV: -8.1 / -8.1
Gap between HOMO and LUMO (spin up / spin down) in eV: 7.96 / 7.97
Spin multiplicity: 1
Energy above the lowest of the compared OMol25 structures with the same formula, charge and spin in kcal/mol: 50.6
E_LUMO (spin up / spin down) in eV: -0.1 / -0.1

These are the Löwdin partial charges, in e, on atoms 1 to 2: -0.248 -0.268